(1)
Formula: C10H36F3N18O12S
Source: the Open Molecules 2025 dataset
Level of theory: ωB97M-V with the def2-TZVPD basis set

```
! wB97M-V def2-TZVPD RIJCOSX def2/J DEFGRID3
* xyz -1 1
C -1.77 -0.28 1.32
F -2.74 0.45 0.78
F -1.98 -0.38 2.62
F -1.80 -1.49 0.74
S -0.15 0.58 0.98
O 0.93 -0.34 1.30
O -0.20 0.97 -0.42
O -0.19 1.70 1.90
C 0.41 -2.78 4.57
O 0.60 -3.15 5.72
N 0.80 -1.55 4.15
N -0.28 -3.51 3.64
H 0.64 -1.23 3.21
H 1.21 -0.94 4.83
H -0.36 -3.22 2.69
H -0.63 -4.39 3.97
C 4.28 -1.64 0.82
O 3.83 -2.49 1.58
N 5.61 -1.55 0.53
N 3.52 -0.65 0.25
H 5.92 -0.81 -0.08
H 6.27 -2.27 0.75
H 3.68 -0.37 -0.70
H 2.58 -0.61 0.66
C -3.38 0.60 -3.58
O -3.47 -0.40 -2.89
N -4.18 0.85 -4.66
N -2.50 1.61 -3.30
H -4.07 1.74 -5.13
H -4.75 0.18 -5.13
H -1.75 1.44 -2.65
H -2.54 2.44 -3.87
C -4.77 -3.52 3.79
O -5.59 -2.69 4.16
N -3.42 -3.27 3.83
N -5.10 -4.73 3.24
H -3.20 -2.35 4.18
H -2.75 -3.96 3.57
H -4.42 -5.13 2.63
H -6.07 -4.96 3.14
C -2.31 5.38 0.49
O -1.65 6.16 1.15
N -2.36 4.03 0.72
N -3.21 5.83 -0.43
H -2.68 3.57 -0.12
H -1.68 3.47 1.21
H -3.76 5.20 -0.99
H -3.23 6.82 -0.58
C 3.20 3.59 1.94
O 4.18 3.89 1.28
N 2.82 2.28 2.08
N 2.45 4.48 2.64
H 1.99 1.96 2.55
H 3.26 1.69 1.40
H 2.78 5.42 2.80
H 1.57 4.21 3.03
C 0.90 -0.54 -4.82
O 0.72 0.35 -5.65
N 1.41 -1.75 -5.17
N 0.55 -0.44 -3.50
H 1.58 -2.47 -4.49
H 1.49 -1.93 -6.15
H 0.46 -1.28 -2.95
H 0.07 0.41 -3.25
C 1.38 -3.28 -1.30
O 0.94 -2.99 -2.41
N 0.63 -3.12 -0.17
N 2.63 -3.82 -1.09
H -0.30 -2.79 -0.38
H 0.92 -3.28 0.77
H 3.08 -4.27 -1.86
H 2.75 -4.25 -0.19
C 1.59 2.67 -2.92
O 2.02 3.23 -3.90
N 0.25 2.74 -2.54
N 2.37 1.98 -2.01
H 0.04 2.25 -1.67
H -0.25 3.54 -2.88
H 1.86 1.29 -1.48
H 3.33 1.86 -2.27
*
```

Computed properties:
Energy above the lowest of the compared OMol25 structures with the same formula, charge and spin   12.8 kcal/mol
Maximum force   2.11 eV/Å
DFT total energy   -2989.43784 a.u.
HOMO-LUMO gap   0.331 Ha

---

(2)
Formula: C5H11N2
Source: the Open Molecules 2025 dataset
Level of theory: ωB97M-V with the def2-TZVPD basis set

```
! wB97M-V def2-TZVPD RIJCOSX def2/J DEFGRID3
* xyz 1 1
C -1.72 -0.85 -0.13
C -1.90 0.58 0.16
C -0.55 1.08 -0.17
C 1.24 -0.22 1.16
C 1.37 -0.26 -1.19
N -0.55 -1.27 -0.12
N 0.38 -0.21 -0.04
H -2.34 -1.74 -0.04
H -2.64 1.08 -0.47
H -2.02 0.64 1.27
H -0.27 1.45 -1.16
H -0.29 1.83 0.53
H 1.69 -1.17 1.15
H 2.02 0.42 1.23
H 0.77 -0.30 2.19
H 1.93 -1.23 -1.12
H 0.82 -0.28 -2.19
H 2.04 0.46 -1.07
*
```

Computed properties:
Energy above the lowest of the compared OMol25 structures with the same formula, charge and spin   58.1 kcal/mol
Maximum force   5.43 eV/Å
SMILES string   C[N+]1(C)CCC=N1
DFT total energy   -306.29087 a.u.
HOMO-LUMO gap   0.460 Ha

---

(3)
Formula: C4H9FO
Source: the Open Molecules 2025 dataset
Level of theory: ωB97M-V with the def2-TZVPD basis set

```
! wB97M-V def2-TZVPD RIJCOSX def2/J DEFGRID3
* xyz 0 1
C -1.69 0.25 -0.42
C -0.28 -0.31 0.16
C 0.85 0.64 -0.25
C 2.04 -0.03 0.31
H -2.90 -0.80 0.80
H -2.01 1.18 -0.03
H -1.76 0.25 -1.56
H -0.37 -0.45 1.27
H 0.04 -1.34 -0.21
H 0.75 1.60 0.14
H 0.92 0.74 -1.30
H 1.70 -0.56 1.22
H 2.85 0.65 0.55
O -2.66 -0.83 -0.13
F 2.53 -0.99 -0.55
*
```

Computed properties:
Energy above the lowest of the compared OMol25 structures with the same formula, charge and spin   20.2 kcal/mol
Maximum force   4.85 eV/Å
SMILES string   OCCCCF
DFT total energy   -332.86740 a.u.
HOMO-LUMO gap   0.403 Ha

---

(4)
Formula: C7H14NO3S
Source: the Open Molecules 2025 dataset
Level of theory: ωB97M-V with the def2-TZVPD basis set

```
! wB97M-V def2-TZVPD RIJCOSX def2/J DEFGRID3
* xyz 1 1
C -1.45 0.02 0.40
C -2.13 -1.13 -0.35
C -1.12 -1.99 -1.26
C 0.29 -1.99 -0.55
C 0.50 -1.31 0.73
C 0.14 0.35 2.34
C 2.20 2.63 -0.57
N -0.23 -0.40 1.16
O -0.10 2.23 -2.16
O -1.10 1.08 -0.44
O 1.49 1.41 -0.36
S 0.27 1.10 -1.44
H -2.19 0.45 1.18
H -2.76 -1.89 0.27
H -2.88 -0.54 -1.01
H -1.41 -2.96 -1.49
H -0.92 -1.54 -2.19
H 0.87 -2.92 -0.38
H 1.06 -1.50 -1.14
H 1.41 -1.34 1.30
H 0.86 1.11 2.02
H 0.70 -0.29 3.01
H -0.69 0.75 2.78
H 3.24 2.36 -0.28
H 1.79 3.48 0.00
H 2.15 2.84 -1.58
*
```

Computed properties:
Energy above the lowest of the compared OMol25 structures with the same formula, charge and spin   0.0 kcal/mol
Maximum force   3.86 eV/Å
DFT total energy   -953.45444 a.u.
HOMO-LUMO gap   0.366 Ha

---

(5)
Formula: C29H34ClO4S
Source: the Open Molecules 2025 dataset
Level of theory: ωB97M-V with the def2-TZVPD basis set

```
! wB97M-V def2-TZVPD RIJCOSX def2/J DEFGRID3
* xyz -1 1
C 0.62 -4.79 -4.46
O -0.57 -4.74 -3.70
C -0.57 -3.78 -2.70
C -1.72 -3.67 -1.90
C -1.81 -2.74 -0.91
C -0.77 -1.82 -0.68
C -0.93 -0.75 0.28
C -0.59 0.57 0.04
C -0.70 1.56 1.06
C -0.42 2.86 0.83
C -0.54 3.92 1.93
C 0.83 4.58 2.13
C -0.99 3.30 3.28
C -1.56 4.98 1.51
C 0.00 3.29 -0.50
O 0.28 4.46 -0.74
C 0.07 2.28 -1.56
C 0.49 2.70 -2.97
C -0.50 3.74 -3.52
C 0.54 1.50 -3.94
C 1.89 3.33 -2.89
C -0.21 1.00 -1.27
C 0.40 -1.94 -1.47
C 0.50 -2.90 -2.44
H 0.52 -5.59 -5.19
H 0.77 -3.85 -4.98
H 1.47 -5.02 -3.81
H -2.54 -4.33 -2.10
H -2.71 -2.66 -0.31
H -1.43 -0.98 1.21
H -1.01 1.23 2.03
H 1.16 5.08 1.21
H 0.80 5.33 2.92
H 1.59 3.84 2.39
H -1.97 2.84 3.19
H -0.28 2.55 3.62
H -1.06 4.06 4.06
H -2.54 4.53 1.33
H -1.67 5.74 2.28
H -1.25 5.48 0.59
H -0.52 4.63 -2.88
H -0.22 4.05 -4.53
H -1.51 3.33 -3.55
H 1.23 0.74 -3.58
H -0.44 1.04 -4.05
H 0.88 1.80 -4.93
H 2.60 2.63 -2.47
H 2.24 3.63 -3.88
H 1.87 4.22 -2.26
H -0.21 0.26 -2.05
H 1.22 -1.28 -1.29
H 1.40 -2.96 -3.01
Cl 3.94 -1.02 1.78
C 2.46 -1.84 2.00
S 2.48 -3.42 2.81
C 0.75 -3.60 3.27
C 0.34 -3.26 4.53
C -0.98 -3.43 4.89
C -1.88 -3.95 3.98
C -1.46 -4.29 2.71
C -0.14 -4.11 2.35
O 2.72 -4.50 1.79
O 3.22 -3.24 4.11
H 1.56 -1.38 1.66
H 1.06 -2.88 5.25
H -1.31 -3.17 5.89
H -2.91 -4.10 4.26
H -2.16 -4.70 1.99
H 0.21 -4.40 1.37
*
```

Computed properties:
Energy above the lowest of the compared OMol25 structures with the same formula, charge and spin   6.8 kcal/mol
Maximum force   3.70 eV/Å
DFT total energy   -2284.74000 a.u.
HOMO-LUMO gap   0.138 Ha

---

(6)
Formula: C40H42Cl3N4ORuSSi2
Source: the Open Molecules 2025 dataset
Level of theory: ωB97M-V with the def2-TZVPD basis set

```
! wB97M-V def2-TZVPD RIJCOSX def2/J DEFGRID3
* xyz 0 2
Ru -0.01 -0.03 0.37
C 3.32 -1.60 -0.76
Si 2.39 -0.10 0.03
C 3.21 1.46 -0.79
C 2.96 -0.04 1.91
C 4.33 -0.11 2.12
C 4.86 -0.06 3.40
C 4.01 0.07 4.49
C 2.65 0.14 4.28
C 2.11 0.08 3.00
Si 0.18 0.21 2.78
C -0.26 1.87 3.70
C -0.56 -1.17 3.92
H 4.39 -1.47 -0.64
H 3.12 -1.67 -1.83
H 3.03 -2.53 -0.30
H 4.29 1.36 -0.74
H 2.94 2.38 -0.28
H 2.94 1.55 -1.84
H 5.00 -0.20 1.28
H 5.93 -0.12 3.55
H 4.41 0.11 5.50
H 1.99 0.24 5.13
H -0.24 1.73 4.77
H -1.25 2.23 3.43
H 0.46 2.65 3.46
H -0.17 -1.11 4.93
H -0.33 -2.16 3.53
H -1.64 -1.09 3.99
C -0.84 4.90 1.08
C -0.06 4.54 -0.20
C -0.71 5.21 -1.42
C 1.41 5.00 -0.07
C -0.09 3.11 -0.35
N -0.11 1.95 -0.39
H -0.87 5.98 1.19
H -0.36 4.47 1.96
H -1.86 4.52 1.02
H -0.66 6.29 -1.31
H -1.75 4.91 -1.51
H -0.19 4.92 -2.33
H 1.44 6.08 0.06
H 1.96 4.74 -0.97
H 1.88 4.53 0.79
N 0.02 -9.86 0.83
C 0.06 -8.72 0.64
C 0.09 -7.35 0.43
C 0.27 -6.48 1.53
C 0.28 -5.13 1.34
C 0.12 -4.57 0.04
C -0.04 -5.45 -1.06
C -0.05 -6.80 -0.87
C 0.05 -3.19 -0.10
C -0.10 -1.96 -0.12
H 0.39 -6.90 2.51
H 0.42 -4.45 2.17
H -0.15 -5.03 -2.05
H -0.18 -7.48 -1.71
Cl -2.89 -3.17 7.60
C -3.69 -2.45 6.26
C -3.40 -2.87 4.97
C -4.01 -2.24 3.90
C -4.93 -1.21 4.07
C -5.62 -0.46 2.95
C -5.43 -1.05 1.52
N -4.32 -0.45 0.83
C -4.36 0.78 0.23
C -3.10 1.05 -0.18
N -2.28 0.01 0.14
C -3.04 -0.88 0.75
O -5.31 0.92 2.93
C -3.99 1.34 3.23
C -3.88 1.95 4.60
C -4.56 3.08 4.97
Cl -5.62 3.99 3.98
S -4.25 3.53 6.61
C -3.18 2.19 6.79
C -3.09 1.44 5.66
C -5.24 -0.85 5.39
Cl -6.43 0.37 5.71
C -4.62 -1.45 6.48
H -2.70 -3.67 4.80
H -3.76 -2.58 2.91
H -6.70 -0.49 3.15
H -6.33 -0.82 0.94
H -5.31 -2.13 1.55
H -5.26 1.35 0.19
H -2.73 1.92 -0.71
H -2.69 -1.82 1.12
H -3.74 2.11 2.48
H -3.27 0.52 3.15
H -2.69 2.04 7.73
H -2.49 0.56 5.56
H -4.87 -1.13 7.48
*
```

Computed properties:
Energy above the lowest of the compared OMol25 structures with the same formula, charge and spin   24.5 kcal/mol
Maximum force   2.96 eV/Å
DFT total energy   -4296.27695 a.u.
HOMO-LUMO gap (spin up / spin down)   0.253 / 0.252 Ha

---

(7)
Formula: C21H20N2O6
Source: the Open Molecules 2025 dataset
Level of theory: ωB97M-V with the def2-TZVPD basis set

```
! wB97M-V def2-TZVPD RIJCOSX def2/J DEFGRID3
* xyz 0 1
C 3.38 3.55 -7.11
C 2.94 3.30 -5.67
H 1.87 3.51 -5.56
H 3.51 3.95 -4.99
O 3.20 1.94 -5.38
C 2.90 1.46 -4.16
C 3.16 0.09 -3.96
C 2.89 -0.51 -2.76
C 2.35 0.22 -1.70
C 2.07 1.58 -1.91
C 2.34 2.19 -3.11
H 2.11 3.24 -3.23
H 1.63 2.14 -1.10
C 2.02 -0.34 -0.40
O 1.40 0.29 0.45
C 2.47 -1.77 -0.07
C 3.98 -1.85 0.14
H 4.26 -1.19 0.96
H 4.50 -1.54 -0.76
H 4.26 -2.86 0.39
H 2.13 -2.46 -0.85
O 1.85 -2.12 1.17
C 0.52 -2.09 1.15
O -0.15 -2.11 0.16
C -0.05 -1.99 2.56
N -1.23 -1.16 2.56
C -2.42 -1.67 3.02
O -2.48 -2.80 3.47
C -3.55 -0.74 2.93
C -4.80 -1.15 3.39
C -5.88 -0.30 3.33
C -5.74 0.98 2.80
C -4.51 1.40 2.34
C -3.41 0.55 2.40
C -2.10 1.01 1.89
O -1.90 2.09 1.38
N -1.09 0.11 2.05
H -0.20 0.33 1.61
H -4.37 2.38 1.92
H -6.59 1.64 2.75
H -6.85 -0.63 3.69
H -4.89 -2.15 3.80
H -0.36 -2.97 2.92
H 0.72 -1.58 3.23
H 3.09 -1.57 -2.66
H 3.58 -0.46 -4.79
H 4.43 3.33 -7.22
H 3.19 4.59 -7.38
H 2.82 2.90 -7.78
*
```

Computed properties:
Energy above the lowest of the compared OMol25 structures with the same formula, charge and spin   60.4 kcal/mol
Maximum force   0.69 eV/Å
SMILES string   CCOc1ccc(C(=O)[C@@H](C)OC(=O)Cn2[nH]c(=O)c3ccccc3c2=O)cc1
DFT total energy   -1373.22205 a.u.
HOMO-LUMO gap   0.307 Ha

---

(8)
Formula: C4H14N4
Source: the Open Molecules 2025 dataset
Level of theory: ωB97M-V with the def2-TZVPD basis set

```
! wB97M-V def2-TZVPD RIJCOSX def2/J DEFGRID3
* xyz 0 1
C -1.61 0.18 -0.26
C -0.05 -1.61 -1.10
C -1.84 1.32 0.69
N -0.03 -0.60 -0.04
N -0.16 -1.15 1.26
H 0.77 -1.40 1.61
H -0.98 -1.17 1.85
H -2.35 -0.61 -0.12
H -1.64 0.49 -1.31
H -0.83 -2.35 -0.89
H 0.89 -2.16 -1.08
H -0.24 -1.14 -2.06
H -1.75 1.00 1.73
H -2.85 1.73 0.56
H -1.13 2.13 0.51
N 1.40 1.20 -0.96
C 1.89 0.38 0.00
N 2.09 0.35 1.25
H 1.86 1.30 -1.85
H 0.70 1.85 -0.62
H 3.02 0.65 1.51
H 2.85 -0.39 -0.67
*
```

Computed properties:
Energy above the lowest of the compared OMol25 structures with the same formula, charge and spin   135.0 kcal/mol
Maximum force   5.94 eV/Å
DFT total energy   -379.61873 a.u.
HOMO-LUMO gap   0.305 Ha